--- i ---
Molecular formula: C10H18N2O
Method: DFT, the ωB97M-V functional and the def2-TZVPD basis

```
31
Properties=species:S:1:pos:R:3
C 0.03 1.62 -0.41
C -0.12 0.29 1.72
C -1.15 0.90 -1.04
C -1.63 0.16 1.36
C 0.79 0.78 0.60
C -1.66 -0.27 -0.15
C 1.52 -0.42 -0.17
C -3.04 -0.87 -0.46
C 2.75 -0.87 0.73
C 2.16 0.16 -1.45
N -0.81 -1.38 -0.57
N 0.58 -1.48 -0.58
O -0.15 -2.23 0.36
H 0.61 2.04 -1.16
H -0.24 2.44 0.09
H -0.10 1.01 2.53
H 0.36 -0.60 1.95
H -2.09 1.43 -1.15
H -0.72 0.58 -2.05
H -2.25 -0.64 1.76
H -1.99 1.19 1.60
H 1.64 1.45 1.15
H -3.38 -1.76 0.15
H -3.08 -1.25 -1.54
H -3.73 -0.08 -0.53
H 2.77 -1.94 0.45
H 2.46 -0.81 1.75
H 3.56 -0.17 0.46
H 2.89 -0.43 -1.87
H 2.64 1.10 -1.23
H 1.37 0.03 -2.28
```

Summary:
Kohn-Sham gap = 0.353 Eh
Molecular weight = 182.27 u
SMILES = CC1(C)[C@H]2CC[C@](C)(CC2)n2on21

---

--- ii ---
Molecular formula: C10H18N2O
Method: DFT, the ωB97M-V functional and the def2-TZVPD basis

```
31
Properties=species:S:1:pos:R:3
O -0.42 -2.03 -1.39
C 0.50 -2.84 -0.73
C 1.76 -2.34 -0.86
N 1.70 -1.22 -1.66
N 0.07 0.17 -0.76
C 0.30 -0.85 -1.78
C -2.13 1.66 1.80
C -2.15 0.16 1.55
C -0.82 2.27 1.25
C -2.86 -0.16 0.21
C -0.74 2.41 -0.29
C -2.43 0.60 -1.05
C -1.01 1.13 -1.12
H 0.19 -3.73 -0.17
H 2.61 -2.74 -0.36
H 2.28 -0.44 -1.36
H -0.15 -0.28 0.11
H 0.12 -0.51 -2.80
H -2.11 1.85 2.89
H -2.97 2.13 1.36
H -2.70 -0.27 2.39
H -1.17 -0.22 1.60
H 0.01 1.69 1.59
H -0.70 3.27 1.66
H -3.94 0.06 0.30
H -2.72 -1.23 0.06
H 0.26 2.75 -0.53
H -1.45 3.17 -0.67
H -3.09 1.45 -1.12
H -2.59 -0.05 -1.90
H -0.84 1.42 -2.15
```

Summary:
Kohn-Sham gap = 0.311 Eh
Molecular weight = 182.27 u
SMILES = C1=CO[C@@H](NC2CCCCCC2)N1

---

Structures ranked by computed energy, the most stable listed first: ii, i.